Record 1
The following is a quantum chemistry calculation of a molecular structure, C31H29N7OPd in a non-equilibrium geometry, from the OMol25 dataset.

Structure (ORCA input):
```
! RIJCOSX wB97M-V def2-TZVPD def2/J DEFGRID3
* xyz 4 1
C 2.2547 -2.8310 -2.7143
C -0.0578 -2.2017 -2.5549
C -5.6325 0.5192 1.0258
C -0.2484 -1.9095 4.0180
H 0.7341 -3.5112 -4.0652
H -4.0276 -0.6844 2.0095
H -5.2672 -1.9450 -3.5141
C -1.0558 -0.3256 2.7159
C -4.3660 1.3242 1.1621
C -5.6089 -0.0746 -1.3676
H 0.8287 -0.7508 0.8235
H 3.5622 -1.9764 -1.1997
H 3.4758 4.0690 -0.9927
H 0.6395 -3.0059 2.3347
C 4.9789 3.3444 0.3723
C -3.5883 -1.3945 -2.2901
O 1.5651 -0.5135 0.1096
C 5.7231 4.6091 0.3767
C 2.8647 -0.2057 0.6503
H -1.3920 -0.3164 4.8093
C 4.8252 1.0563 1.1601
C -3.4102 -2.7575 -4.2385
C -2.0411 -2.8556 -4.0204
N -0.9913 -0.7505 3.9898
C 2.5591 -2.0541 -1.5889
H 3.0429 -3.3972 -3.1936
H -2.3813 2.0987 3.7245
C -4.3011 -0.6798 -1.1929
H 6.0524 0.3061 2.7232
C -1.7522 0.8151 2.0718
C 3.0563 2.0779 -0.4308
H 1.9238 1.0588 -1.9473
H -6.0842 -0.1116 -2.3369
H 4.7106 -0.7677 2.3775
C -4.2724 -0.1627 1.0911
Pd -1.4918 -0.5687 -0.3837
H -1.4268 -3.4343 -4.6948
C 3.5168 0.9449 0.4273
H -4.0359 1.8725 0.2848
N -0.4199 -1.1677 1.9158
N -3.6864 -0.7587 -0.0598
N -1.6976 1.0224 0.8473
H -6.2868 0.4417 1.8851
H -3.8618 -3.2652 -5.0806
N -2.2724 -1.4931 -2.0919
C 0.1016 -2.1580 2.7247
H 0.9371 1.9561 -0.7818
N -2.6808 1.6673 2.8515
H -7.2963 0.7403 -0.4085
H 1.8560 2.8109 -2.0217
H -0.0552 -2.4429 4.9332
H 6.7229 4.4271 -0.0426
C 1.4707 -1.4015 -1.0762
C -3.8738 1.9175 2.4212
C 5.4823 2.2428 1.1037
C -6.2619 0.4336 -0.3117
H -4.4834 2.5649 3.0493
C 0.9518 -2.8979 -3.2028
H 6.4180 2.3642 1.6361
C -4.1988 -2.0147 -3.3664
H 5.2375 5.4077 -0.1742
H 3.2176 -1.0184 1.2656
C 1.8752 1.9615 -1.3422
C -1.5002 -2.1963 -2.9275
H 6.0688 -0.6581 1.2555
C 5.4225 -0.0820 1.9251
H 5.9102 4.9198 1.4116
N 0.2434 -1.4529 -1.4752
C 3.7789 3.2192 -0.3938
*
```

As for the largest force on an atom: 3.8 eV/Å. For the total energy, the calculation gives -48532.95346 eV. As for the HOMO energy: -19.4 eV.

=====

Record 2
The following is a quantum chemistry calculation of a molecular structure, C20H22Br20NO3PS in a non-equilibrium geometry, from the OMol25 dataset.

Structure (ORCA input):
```
! RIJCOSX wB97M-V def2-TZVPD def2/J DEFGRID3
* xyz 0 1
Br 4.1047 4.3420 -4.1746
H -0.3726 0.8253 -0.7551
Br 2.1519 -4.9153 -6.4570
C 0.1307 -0.3900 5.3724
H 2.2945 6.8704 -5.7609
Br -3.7714 -0.4012 -2.2370
H 0.9541 -3.1380 5.6201
C 0.2600 -1.2838 -0.4116
C 2.7516 -3.7670 2.0968
C 0.1990 -3.7471 1.4113
H -4.8022 0.1532 -4.4146
Br 0.0738 7.3118 -4.7685
H -0.0960 -3.6871 0.3561
Br 0.4591 7.1256 5.6934
C 0.2205 0.2698 3.1008
H 1.9318 4.4427 -2.9936
C -3.7704 0.1421 -4.0888
Br -2.8360 -1.1228 -5.2043
C 1.8561 0.6371 -0.8446
Br 0.8832 -2.9106 -4.3077
O 0.0835 -1.0028 6.4044
H 2.5501 -3.2863 3.0617
C 0.1933 -0.8643 3.9180
Br -7.6247 0.2638 -3.2998
H -0.5459 -4.3132 1.9909
C 0.1923 -2.1318 3.3603
O 1.2863 -5.7835 2.1037
H 0.3430 4.7332 5.0657
Br 1.7823 -2.3705 -1.0500
H 1.8444 1.7118 -0.7102
C 1.8158 7.7888 -5.4422
Br 0.1848 -0.1535 -3.1061
H 1.8407 -4.7541 0.4372
Br 1.1397 3.8418 -5.2610
C 0.2401 0.1041 1.7301
C 2.3190 3.7506 -3.7308
Br 2.9260 8.5580 -4.0655
C 0.2314 -2.3212 1.9589
Br 2.1955 4.6432 6.7048
H 0.8156 -4.6681 3.9717
Br 2.3144 1.9936 -2.9138
Br -9.9920 -1.2784 -1.8132
C 0.8125 -3.5650 -6.1221
H 0.7439 1.5392 5.8644
Br -3.0861 1.9323 -4.3089
C 0.1966 1.5314 3.9508
C 1.5587 -4.5299 1.4823
H -8.3346 0.3292 -0.9300
C 0.2575 -1.1633 1.1296
Br -6.9716 -1.7332 -0.8891
H -0.1524 -4.0364 -6.2548
H 2.2214 0.2259 0.1152
Br 0.9172 -2.1210 -7.3974
H -0.7049 -1.7131 -0.7200
Br -0.9627 4.6723 7.1654
H 3.1989 -3.0833 1.3619
H 2.5513 0.2991 -1.6130
O 0.2216 2.6935 3.6352
P 0.1370 -3.5651 4.5401
H 0.2272 1.0181 1.1319
N 0.1003 1.0231 5.2674
C 0.3752 0.1082 -1.1131
Br 1.6948 8.9334 -6.9892
C 0.4861 5.2252 6.0201
S -1.6447 -3.9578 5.2023
H 2.1028 -6.2698 2.2637
H 3.5395 -4.5222 2.2913
C -8.2432 -0.4890 -1.6315
*
```

As for the largest force on an atom: 4.0 eV/Å. For the total energy, the calculation gives -1449700.14700 eV. As for the HOMO energy: -8.7 eV.

=====

Record 3
The following is a quantum chemistry calculation of a single C4H7NO2 molecule, from the OMol25 dataset.

Structure (ORCA input):
```
! RIJCOSX wB97M-V def2-TZVPD def2/J DEFGRID3
* xyz 0 1
N -0.5149 -0.0442 0.0454
C 0.7280 -0.5150 -0.3980
C -1.6957 -0.8300 -0.3037
H 2.8205 -0.2921 -0.4353
H -2.5098 -0.5264 0.3537
H 2.0937 0.3762 1.0461
H -1.9773 -0.6538 -1.3459
C -0.6891 1.1388 0.7428
H 0.2503 1.6736 0.9478
O -1.7646 1.5594 1.1006
H -1.4659 -1.8878 -0.1799
O 0.7848 -1.5322 -1.0548
C 1.9739 0.2671 -0.0360
H 1.9663 1.2663 -0.4828
*
```

As for the largest force on an atom: 0.4 eV/Å. For the total energy, the calculation gives -9847.02414 eV. The energy above the lowest of the compared OMol25 structures with the same formula, charge and spin is 0.256 eV. Its SMILES is CC(=O)N(C)C=O. As for the HOMO energy: -10.4 eV.

=====

Record 4
The following is a quantum chemistry calculation of a molecular structure, C3H5O3Rh in a non-equilibrium geometry, from the OMol25 dataset.

Structure (ORCA input):
```
! RIJCOSX wB97M-V def2-TZVPD def2/J DEFGRID3
* xyz 2 5
H 1.6365 0.3014 1.2323
C 0.9021 -0.5065 1.1950
O -0.6372 1.4829 -1.7500
O -1.4805 -0.3335 -0.7347
C -0.8086 0.7432 -0.7150
H 0.4150 -0.7925 2.1300
H 0.4550 -2.3737 0.2258
Rh -2.6786 1.1472 0.4657
H 0.4651 1.7120 -1.9126
O -0.6622 1.2212 0.4729
C 0.8417 -1.3590 0.1064
H 1.5517 -1.2426 -0.7157
*
```

As for the largest force on an atom: 6.0 eV/Å. For the total energy, the calculation gives -12315.94194 eV. The expectation value of S² is 6.010. The energy above the lowest of the compared OMol25 structures with the same formula, charge and spin is 1.273 eV. As for the HOMO energy (alpha / beta): -20.3 / -20.2 eV.